Computed, not measured: a single C3H6N2O molecule at a distorted geometry, with ωB97M-V with the def2-TZVPD basis set.

Positions of all 12 atoms, in Å:
C -2.34847 0.45258 -0.43083
N -1.06931 0.45210 -0.13953
N -0.44252 -0.80819 -0.53667
C 0.81062 -1.01083 -0.31660
C 1.68171 -0.12088 0.56808
O 1.33846 1.23512 0.50619
H -2.95461 1.40431 -0.24280
H -2.74580 -0.31378 -0.98656
H 1.17256 -1.85567 -0.89550
H 1.56410 -0.48463 1.59723
H 2.68473 -0.29364 0.19585
H 0.30852 1.34352 0.68114

Computed properties:
Energy: -302.56181 a.u.
Energy relative to the best compared isomer or geometry (same formula, charge and spin): 3.5726 eV
SMILES: C=N/N=C\CO
Spin multiplicity: 1